[1]
Entry from OMol25: C3H5BrFN as an isolated structure in a non-equilibrium geometry (ωB97M-V/def2-TZVPD).

Summary:
- charge = 0
- gap between HOMO and LUMO (eV) = 10.4
- ΔE to the lowest compared entry with this formula, charge and spin (kcal/mol) = 26.1
- E_HOMO (eV) = -9.4
- LUMO (Eh) = 0.0371

```
11
Properties=species:S:1:pos:R:3:forces:R:3
C 0.1666 0.9383 -0.4754 0.57 0.89 -2.29
C -0.8359 0.4270 0.5223 1.98 -2.03 1.04
C 0.4308 -1.0814 0.4247 -4.83 0.60 2.80
N 1.1269 -0.1533 -0.2622 -0.79 0.77 -1.20
F -0.3689 -2.2035 -0.0745 1.40 1.73 -0.41
Br -2.5732 0.0976 -0.0720 -0.66 -0.40 -0.52
H -0.3063 1.1174 -1.4955 0.61 -1.00 0.86
H 0.6633 1.9105 -0.3340 -0.27 -0.20 0.71
H -0.9989 1.0194 1.4139 0.65 -0.26 0.31
H 0.9494 -1.5285 1.2600 -0.13 -0.18 0.30
H 1.7462 -0.5435 -0.9074 1.46 0.09 -1.59
```
Forces are in eV/Å.

=====

[2]
Entry from OMol25: C3H5BrN2P as an isolated structure in a non-equilibrium geometry (ωB97M-V/def2-TZVPD).

Summary:
- charge = +1
- gap between HOMO and LUMO (spin up / spin down) (eV) = 8.0 / 8.0
- ΔE to the lowest compared entry with this formula, charge and spin (kcal/mol) = 41.3
- E_HOMO (spin up / spin down) (eV) = -12.9 / -12.9
- LUMO (spin up / spin down) (Eh) = -0.1784 / -0.1785

```
12
Properties=species:S:1:pos:R:3:forces:R:3
C -0.8605 -0.4243 -1.2717 1.07 0.45 2.00
C 0.4957 -0.3142 -1.5127 -0.68 -0.27 0.08
C 0.5294 0.2629 0.6734 -6.00 -1.88 -2.10
N 1.2203 0.0154 -0.3888 -1.77 0.29 0.07
N -1.1724 -0.0894 -0.0285 5.62 1.07 1.87
P 0.6605 0.6063 2.3807 0.96 3.10 0.43
Br 1.1478 -0.4491 -3.1842 1.10 -0.18 -1.31
H -1.5519 -0.8053 -1.9582 -0.93 -0.22 -1.02
H 2.2031 0.1367 -0.2882 1.15 -0.04 -0.68
H -1.9873 -0.1181 0.5723 -0.06 -0.15 -0.47
H -0.1960 -0.2892 2.8195 -1.34 -2.34 0.69
H -0.4887 1.4683 2.1864 0.89 0.18 0.46
```
Forces are in eV/Å.

=====

[3]
Entry from OMol25: a 2-piece molecular cluster, C3H5BrOS overall in a non-equilibrium geometry (ωB97M-V/def2-TZVPD).

Summary:
- charge = 0
- gap between HOMO and LUMO (eV) = 9.1
- ΔE to the lowest compared entry with this formula, charge and spin (kcal/mol) = 71.7
- E_HOMO (eV) = -8.7
- LUMO (Eh) = 0.0146

```
11
Properties=species:S:1:pos:R:3:forces:R:3
C 0.7384 -1.9780 0.0691 -1.58 3.22 -0.09
C 0.6381 -0.6428 -0.0352 -2.97 0.31 0.67
C -1.1049 0.7352 0.3276 3.59 -2.16 -1.44
O -0.6543 1.4345 1.3609 -1.05 0.30 1.31
S -1.3208 1.4015 -1.2944 -0.88 0.25 0.10
Br 1.9835 0.5148 -0.6958 0.39 -0.32 0.15
H 1.5812 -2.3909 -0.3245 2.38 -1.54 -0.70
H -0.0897 -2.5976 0.3365 -0.37 -0.12 0.33
H -1.9063 0.0432 0.5275 -0.08 0.03 0.60
H 0.1743 1.9224 1.3102 0.02 -0.15 -0.89
H -0.0395 1.5577 -1.5819 0.54 0.17 -0.05
```
Forces are in eV/Å.

=====

[4]
Entry from OMol25: C3H5BrS as an isolated structure in a non-equilibrium geometry (ωB97M-V/def2-TZVPD).

Summary:
- charge = 0
- gap between HOMO and LUMO (spin up / spin down) (eV) = 8.0 / 8.0
- ΔE to the lowest compared entry with this formula, charge and spin (kcal/mol) = 43.3
- E_HOMO (spin up / spin down) (eV) = -9.2 / -9.2
- LUMO (spin up / spin down) (Eh) = -0.0411 / -0.0410

```
10
Properties=species:S:1:pos:R:3:forces:R:3
C 0.1675 1.1622 -1.0833 -0.04 -0.01 -0.53
C -0.1091 0.7948 0.3469 -1.57 2.77 -2.27
C -0.0627 -0.5098 0.9599 0.41 0.55 -0.34
S 1.0231 2.0726 0.2639 0.40 -0.47 0.37
Br -2.5226 1.6896 0.6962 1.83 -0.69 -0.15
H 0.6935 0.4527 -1.8206 -0.57 1.11 1.51
H -0.4748 1.9269 -1.5356 -0.12 -0.93 -0.01
H 0.7848 -0.8957 0.2901 -0.87 -0.47 1.57
H -1.0457 -0.9350 0.6826 0.75 -0.49 0.74
H 0.1607 -0.2736 2.0338 -0.22 -1.37 -0.88
```
Forces are in eV/Å.

=====

[5]
Entry from OMol25: one molecule with the formula C3H5BrS in a non-equilibrium geometry (ωB97M-V/def2-TZVPD).

Summary:
- charge = 0
- gap between HOMO and LUMO (eV) = 8.9
- SMILES = Br[C@H]1CCS1
- ΔE to the lowest compared entry with this formula, charge and spin (kcal/mol) = 31.5
- E_HOMO (eV) = -8.9
- LUMO (Eh) = 0.0019

```
10
Properties=species:S:1:pos:R:3:forces:R:3
C -0.4067 -0.6320 -0.2539 1.70 -1.78 2.73
C -0.9958 0.3616 0.7733 3.06 2.01 -1.15
C 0.8531 0.1046 -0.6632 0.76 2.49 -1.85
S 0.3919 1.8213 -0.0776 -2.01 -2.46 0.95
Br 2.5475 -0.4965 0.0659 0.02 -0.35 0.40
H 0.0087 -1.6109 0.2904 -1.52 1.74 -1.17
H -1.0582 -0.8848 -1.0498 -0.50 -0.17 -0.81
H -1.9862 0.7191 0.9264 -0.87 -0.06 -0.79
H -0.5169 0.3473 1.7238 0.33 -0.54 0.68
H 1.1626 0.2702 -1.7352 -0.96 -0.88 1.01
```
Forces are in eV/Å.

=====

[6]
Entry from OMol25: C3H5CaO4 as an isolated structure in a non-equilibrium geometry (ωB97M-V/def2-TZVPD).

Summary:
- charge = 0
- gap between HOMO and LUMO (spin up / spin down) (eV) = 4.2 / 4.6
- 2S+1 = 2
- ΔE to the lowest compared entry with this formula, charge and spin (kcal/mol) = 188.4
- E_HOMO (spin up / spin down) (eV) = -6.1 / -6.5
- LUMO (spin up / spin down) (Eh) = -0.0702 / -0.0707

```
13
Properties=species:S:1:pos:R:3:forces:R:3
O -1.0415 0.8050 -0.8344 -4.25 2.25 -4.57
C -0.6207 1.9564 -0.2273 -2.43 -5.51 4.98
C -1.0433 -0.5267 -0.3384 2.47 1.83 1.76
O -1.3895 2.7490 0.2445 -0.29 2.71 -2.06
O 0.3285 1.4344 0.4491 6.13 2.97 1.37
C -0.0977 -1.0149 -1.2728 0.31 -4.04 -0.15
H -1.9366 -0.4904 0.2926 0.08 -1.75 -0.49
H 0.0464 -1.1216 1.0015 -0.30 1.90 -1.22
H -0.3533 -1.2142 -2.3147 0.01 1.38 -0.35
H 0.6095 -1.7926 -0.9885 -0.23 -0.35 0.30
O 1.4471 -0.7513 1.3460 0.62 -0.29 0.08
H 1.6836 -0.9842 2.2467 -0.17 -0.37 0.23
Ca 2.3675 0.9510 0.3957 -1.95 -0.74 0.13
```
Forces are in eV/Å.

=====

[7]
Entry from OMol25: C3H5CdO4 as an isolated structure in a non-equilibrium geometry (ωB97M-V/def2-TZVPD).

Summary:
- charge = 0
- gap between HOMO and LUMO (spin up / spin down) (eV) = 8.2 / 6.3
- 2S+1 = 2
- ΔE to the lowest compared entry with this formula, charge and spin (kcal/mol) = 149.2
- E_HOMO (spin up / spin down) (eV) = -7.8 / -8.2
- LUMO (spin up / spin down) (Eh) = 0.0126 / -0.0682

```
13
Properties=species:S:1:pos:R:3:forces:R:3
H -0.7988 -0.2453 -0.5637 -0.24 2.50 0.77
C -0.7458 -0.0002 0.7885 0.64 -4.43 -0.88
C 0.2867 -0.9738 0.2883 1.64 -0.26 3.70
O -2.0016 -0.4561 1.0292 1.76 3.23 -1.82
H -0.3583 0.3606 1.7665 -0.21 1.75 -1.43
H -0.0698 -2.0087 0.2195 -0.29 0.52 -1.53
H 1.0904 -1.0888 1.0303 0.52 0.20 -0.59
Cd -3.0486 -1.8119 1.6806 -2.68 -3.54 1.71
O 1.4491 -0.2129 -0.8596 -0.63 -1.88 1.22
C 1.1607 1.0297 -0.9038 -5.20 0.27 0.53
O 0.3781 1.5986 -0.1089 3.01 0.57 0.19
O 1.1086 1.4757 -2.1624 2.11 0.84 -1.72
H 1.5492 2.3330 -2.2045 -0.42 0.23 -0.16
```
Forces are in eV/Å.

=====

[8]
Entry from OMol25: one molecule with the formula C3H5Cl in a non-equilibrium geometry (ωB97M-V/def2-TZVPD).

Summary:
- charge = 0
- gap between HOMO and LUMO (eV) = 10.1
- SMILES = C/C=C/Cl
- ΔE to the lowest compared entry with this formula, charge and spin (kcal/mol) = 14.4
- E_HOMO (eV) = -9.0
- LUMO (Eh) = 0.0431

```
9
Properties=species:S:1:pos:R:3:forces:R:3
C -0.4138 0.2088 0.0082 -1.36 -0.14 1.73
C -0.4510 -0.3879 1.2112 2.34 -0.78 -2.93
C 0.7157 0.3231 -0.8974 -0.12 -3.24 0.19
Cl -1.8221 -0.5272 2.1157 -1.81 -0.09 1.45
H -1.2995 0.7208 -0.3776 -0.02 -0.10 0.47
H 0.3692 -1.1053 1.4323 -0.45 0.91 0.42
H 0.6128 1.2511 -1.2981 0.89 2.66 -1.45
H 1.6372 -0.0446 -0.5338 1.36 0.78 1.11
H 0.6515 -0.4389 -1.6605 -0.82 0.00 -0.99
```
Forces are in eV/Å.

=====

[9]
Entry from OMol25: a 2-piece molecular cluster, C3H5Cl overall in a non-equilibrium geometry (ωB97M-V/def2-TZVPD).

Summary:
- charge = 0
- gap between HOMO and LUMO (spin up / spin down) (eV) = 8.3 / 9.0
- ΔE to the lowest compared entry with this formula, charge and spin (kcal/mol) = 116.5
- E_HOMO (spin up / spin down) (eV) = -8.7 / -9.3
- LUMO (spin up / spin down) (Eh) = -0.0163 / -0.0088

```
9
Properties=species:S:1:pos:R:3:forces:R:3
C -0.2900 -0.4655 -0.4559 0.93 -2.34 0.23
C 0.6887 -1.1547 0.1555 -1.27 3.47 0.07
C -0.5598 0.9710 -0.1679 -0.40 0.71 -1.69
Cl 1.4894 -2.5583 0.1793 0.35 -1.30 -0.09
H -0.9518 -1.0393 -1.1731 0.77 0.72 0.72
H 1.5267 0.3645 1.7132 -0.38 -0.93 -0.87
H 0.3109 1.3591 0.3976 -0.29 0.28 -1.01
H -0.8675 1.4938 -1.2303 0.90 -0.84 3.03
H -1.3466 1.0294 0.5818 -0.61 0.22 -0.40
```
Forces are in eV/Å.

=====

[10]
Entry from OMol25: a 2-piece molecular cluster, C3H5Cl overall in a non-equilibrium geometry (ωB97M-V/def2-TZVPD).

Summary:
- charge = 0
- gap between HOMO and LUMO (spin up / spin down) (eV) = 8.1 / 7.1
- ΔE to the lowest compared entry with this formula, charge and spin (kcal/mol) = 159.5
- E_HOMO (spin up / spin down) (eV) = -8.6 / -8.3
- LUMO (spin up / spin down) (Eh) = -0.0194 / -0.0420

```
9
Properties=species:S:1:pos:R:3:forces:R:3
C 0.0601 0.3695 -0.4568 -0.71 0.00 1.10
C -1.7981 -0.8211 0.4185 2.54 0.92 -1.34
C 1.4369 0.1764 0.0979 -0.52 2.53 2.32
Cl -3.1437 0.1790 0.3942 -0.60 0.44 0.04
H -0.2102 1.4209 -0.6752 -0.14 -0.37 0.17
H -1.8500 -1.4740 -0.4656 -0.10 -0.20 0.36
H 2.2457 1.0234 0.3661 -2.42 -1.23 -0.37
H 1.3210 -0.5222 0.9233 0.25 0.03 0.28
H 1.9384 -0.3517 -0.6024 1.69 -2.13 -2.56
```
Forces are in eV/Å.

=====

Q: Which value of ΔE to the lowest compared entry with this formula, charge and spin does entry 5 give?
A: 31.5 kcal/mol

=====

Copy entry 7 word for word.
Entry from OMol25: C3H5CdO4 as an isolated structure in a non-equilibrium geometry (ωB97M-V/def2-TZVPD).

Summary:
- charge = 0
- gap between HOMO and LUMO (spin up / spin down) (eV) = 8.2 / 6.3
- 2S+1 = 2
- ΔE to the lowest compared entry with this formula, charge and spin (kcal/mol) = 149.2
- E_HOMO (spin up / spin down) (eV) = -7.8 / -8.2
- LUMO (spin up / spin down) (Eh) = 0.0126 / -0.0682

```
13
Properties=species:S:1:pos:R:3:forces:R:3
H -0.7988 -0.2453 -0.5637 -0.24 2.50 0.77
C -0.7458 -0.0002 0.7885 0.64 -4.43 -0.88
C 0.2867 -0.9738 0.2883 1.64 -0.26 3.70
O -2.0016 -0.4561 1.0292 1.76 3.23 -1.82
H -0.3583 0.3606 1.7665 -0.21 1.75 -1.43
H -0.0698 -2.0087 0.2195 -0.29 0.52 -1.53
H 1.0904 -1.0888 1.0303 0.52 0.20 -0.59
Cd -3.0486 -1.8119 1.6806 -2.68 -3.54 1.71
O 1.4491 -0.2129 -0.8596 -0.63 -1.88 1.22
C 1.1607 1.0297 -0.9038 -5.20 0.27 0.53
O 0.3781 1.5986 -0.1089 3.01 0.57 0.19
O 1.1086 1.4757 -2.1624 2.11 0.84 -1.72
H 1.5492 2.3330 -2.2045 -0.42 0.23 -0.16
```
Forces are in eV/Å.

=====

Q: Which of these has the lowest ΔE to the lowest compared entry with this formula, charge and spin?
A: number 8